The following is a quantum chemistry calculation of a structure of composition C24H15N4O4PtS5, from OMol25.

Each line ends with the natural charge from an NBO analysis.
Atoms and positions in Å:
Pt: 0.61 0.44 1.10  1.141
S: 2.06 -1.31 1.45  -0.006
S: 0.31 2.33 3.92  -0.195
S: -1.06 0.09 5.35  0.376
S: 2.55 1.64 1.25  0.189
S: 0.00 -0.42 -1.75  2.308
O: -1.34 3.48 -0.70  -0.626
O: -0.73 1.88 0.73  -0.740
O: -0.17 -1.55 -0.87  -0.967
O: 0.62 -0.57 -3.03  -0.940
N: 6.93 -2.85 -2.09  -0.304
N: 0.87 0.69 -0.91  -0.865
N: 7.42 1.16 -2.54  -0.309
N: -0.32 -0.07 2.90  -0.669
C: -4.10 1.42 -2.47  0.012
C: -1.61 -3.54 2.80  -0.198
C: 4.61 1.09 -0.49  -0.200
C: -0.86 -1.31 3.21  0.207
C: -0.64 2.54 -0.40  0.769
C: 6.56 0.72 -1.91  0.282
C: 3.40 -0.79 0.45  -0.193
C: 5.32 -1.18 -0.95  -0.134
C: -2.57 0.22 -1.04  -0.186
C: -1.02 -2.38 2.33  -0.273
C: -1.89 0.85 -3.27  -0.188
C: -3.81 0.80 -1.26  -0.201
C: 5.49 0.20 -1.11  -0.151
C: -1.93 -2.57 4.98  -0.218
C: -1.33 -1.41 4.52  -0.245
C: 4.26 -1.67 -0.18  -0.167
C: -5.43 2.10 -2.68  -0.629
C: -1.61 0.26 -2.04  -0.301
C: 6.21 -2.10 -1.58  0.282
C: -2.06 -3.65 4.11  -0.238
C: 3.59 0.60 0.30  -0.097
C: -3.14 1.43 -3.47  -0.222
C: 0.53 2.07 -1.25  -0.379
C: -0.32 0.80 3.93  -0.094
H: -5.39 3.12 -2.30  0.229
H: 0.30 2.18 -2.31  0.229
H: -0.68 -2.30 1.30  0.250
H: 1.40 2.70 -1.03  0.239
H: -2.29 -2.64 6.00  0.213
H: 4.74 2.15 -0.63  0.235
H: -5.69 2.14 -3.73  0.211
H: -2.35 -0.26 -0.09  0.236
H: -3.36 1.89 -4.43  0.208
H: -2.52 -4.56 4.46  0.207
H: -1.14 0.86 -4.04  0.238
H: -1.73 -4.38 2.12  0.211
H: -6.23 1.58 -2.14  0.214
H: -4.55 0.78 -0.47  0.213
H: 4.12 -2.74 -0.08  0.237

Its frontier orbital gap (alpha / beta) is 5.61 / 5.61 eV. As for the net charge: -1. The energy above the lowest of the compared OMol25 structures with the same formula, charge and spin comes out at 150.4 kJ/mol. For the electronic energy, the calculation gives -3553.9569 Ha. The multiplicity is 1. Its HOMO energy (alpha / beta) is -5.266 / -5.266 eV.

The following is a quantum chemistry calculation of a structure of composition C24H16AlF6IO3PS, from OMol25.

Each line ends with the natural charge from an NBO analysis.
Atoms and positions in Å:
I: -1.10 1.97 -2.24  0.265
S: 1.75 -0.08 -4.41  2.230
P: 0.20 -0.17 -0.08  0.825
Al: 0.57 -0.84 -2.35  1.615
F: 0.75 2.55 -4.92  -0.306
F: 0.25 -3.57 -1.62  -0.341
F: 0.82 1.20 -6.63  -0.266
F: 1.99 -2.76 -0.62  -0.358
F: 2.11 -3.22 -2.82  -0.329
F: 2.63 1.99 -5.78  -0.288
O: 2.59 -0.92 -5.23  -0.793
O: 2.11 0.16 -3.00  -0.989
O: 0.35 -0.66 -4.17  -1.050
C: -0.40 -1.58 1.04  -0.323
C: -0.36 -2.71 3.21  -0.204
C: 2.41 1.53 0.06  -0.131
C: -2.14 1.32 0.56  -0.001
C: 2.67 -0.65 1.03  -0.166
C: -3.12 1.58 1.59  -0.081
C: -3.92 1.56 -1.04  -0.226
C: 1.42 1.52 -5.50  0.817
C: 4.49 0.95 1.22  -0.164
C: 1.30 -2.72 -1.83  0.550
C: -1.42 -2.45 0.64  -0.205
C: -4.47 1.79 1.30  -0.147
C: 0.02 -1.65 2.36  -0.147
C: 3.72 1.78 0.40  -0.217
C: -1.26 2.26 2.99  -0.220
C: -0.35 1.63 2.09  -0.169
C: -0.80 1.04 0.91  -0.346
C: -4.87 1.70 -0.01  -0.203
C: -2.64 2.07 2.85  -0.129
C: -1.75 -3.53 1.44  -0.192
C: 3.94 -0.30 1.48  -0.188
C: 1.86 0.28 0.34  -0.473
C: -1.27 -3.66 2.77  -0.180
C: -2.58 1.54 -0.79  -0.160
H: -1.96 -2.33 -0.29  0.216
H: 0.64 -0.80 2.74  0.215
H: 4.48 -1.06 2.04  0.232
H: -5.90 1.75 -0.24  0.235
H: -0.82 2.89 3.81  0.241
H: 5.46 1.27 1.54  0.238
H: 2.35 -1.62 1.22  0.237
H: -4.11 1.61 -2.07  0.231
H: 0.68 1.64 2.35  0.232
H: 1.93 2.27 -0.57  0.220
H: -5.25 1.92 2.09  0.241
H: -3.34 2.36 3.61  0.233
H: 0.11 -2.76 4.15  0.225
H: -2.38 -4.31 0.93  0.234
H: 4.13 2.76 0.11  0.227
H: -1.49 -4.54 3.33  0.233

Its frontier orbital gap is 7.63 eV. As for the net charge: +1. The energy above the lowest of the compared OMol25 structures with the same formula, charge and spin comes out at 92.4 kJ/mol. For the electronic energy, the calculation gives -3028.5309 Ha. The multiplicity is 1. Its HOMO energy is -11.377 eV.

Maximum force readings, ordered: 1.02 3.99 eV/A